Density functional theory data (wB97M-V/def2-TZVPD) for a structure of composition C31H28Cl2N5O2S2Sr.

For the calculated total energy, the calculation gives -3369.86358 hartree. Its molar mass is 725.3 Da. For the LUMO energy, the calculation gives -3.11 eV. For the energy above the lowest of the compared OMol25 structures with the same formula, charge and spin, the calculation gives 0.0000 eV. As for the net charge: +1. The value obtained for the HOMO energy is -0.3655 hartree. The HOMO-LUMO gap comes out at 6.8 eV.

```
71
Properties=species:S:1:pos:R:3:mulliken_charge:R:1
Sr -0.546 0.599 -0.188 1.89
N -3.215 0.333 -0.625 -0.42
C -3.765 0.927 0.610 -0.15
C -3.453 0.046 1.809 -0.80
N -2.010 -0.089 2.088 0.04
C -1.537 0.705 3.237 -1.09
C -1.180 2.130 2.856 -0.24
N 0.009 2.154 1.987 -0.40
H -3.325 0.991 -1.391 0.16
H -3.752 -0.490 -0.881 0.24
H -4.849 1.068 0.559 0.52
H -3.316 1.914 0.722 -0.07
H -3.865 -0.951 1.626 0.30
H -3.976 0.441 2.686 0.32
H -1.814 -1.061 2.286 0.25
H -0.645 0.215 3.637 0.43
H -2.284 0.716 4.038 0.34
H -1.039 2.718 3.767 0.46
H -1.998 2.597 2.305 0.05
H 0.852 2.103 2.548 0.23
H 0.026 3.034 1.481 0.18
S 6.937 0.845 -1.162 -0.12
C 7.510 2.436 -0.935 -0.42
C 6.588 3.223 -0.317 -0.53
C 5.394 2.520 -0.016 -0.57
C 5.434 1.211 -0.414 0.24
C 4.389 0.195 -0.266 0.47
C 3.032 0.577 -0.241 -0.70
N 2.026 -0.260 -0.118 0.23
C 2.294 -1.584 -0.028 -0.82
C 3.605 -2.074 -0.034 1.10
C 3.847 -3.484 0.092 -1.01
C 2.823 -4.353 0.207 -0.98
C 1.464 -3.890 0.189 1.29
C 0.379 -4.772 0.297 -0.69
C -0.913 -4.296 0.254 0.53
C -1.067 -2.905 0.102 -0.71
N -0.073 -2.048 0.022 -0.18
C 1.194 -2.519 0.067 -0.45
C -2.083 -5.172 0.352 0.13
C -2.177 -6.488 -0.001 -0.51
C -3.467 -7.033 0.232 -0.56
C -4.327 -6.126 0.766 -0.47
S -3.581 -4.605 0.985 -0.06
C 4.656 -1.151 -0.153 -0.59
H 8.495 2.710 -1.276 0.43
H 6.756 4.262 -0.079 0.40
H 4.550 2.958 0.498 0.41
H 2.781 1.629 -0.342 0.46
H 4.872 -3.832 0.095 0.45
H 3.006 -5.415 0.306 0.44
H 0.571 -5.830 0.428 0.49
H -2.067 -2.485 0.031 0.50
H -1.363 -7.047 -0.442 0.40
H -3.741 -8.053 0.009 0.40
H -5.358 -6.268 1.044 0.43
H 5.679 -1.508 -0.143 0.51
Cl -2.328 6.953 -4.509 -0.21
C -2.030 5.707 -3.340 0.13
C -2.402 5.922 -2.005 -0.68
C -2.177 4.955 -1.063 0.38
Cl -2.642 5.229 0.586 -0.21
C -1.568 3.702 -1.372 -0.86
O -1.375 2.825 -0.465 0.12
C -1.206 3.522 -2.742 1.29
C -0.574 2.323 -3.223 -0.59
O -0.280 1.313 -2.579 -0.65
C -1.443 4.530 -3.700 -1.04
H -2.868 6.857 -1.721 0.47
H -0.336 2.334 -4.300 0.31
H -1.152 4.361 -4.730 0.38
```